Entry A
2 unconnected molecules or ions with the total composition C3H7NO, computed with ωB97M-V with the def2-TZVPD basis set.

Element x y z (Å)
C  0.125  -1.081  1.710
C  0.706  0.150  1.421
H  0.262  -1.921  1.033
H  -0.390  -1.205  2.652
H  1.515  0.226  0.713
H  0.452  1.059  1.954
C  0.031  0.692  -1.216
N  -0.951  0.293  -2.014
O  -0.045  1.642  -0.423
H  1.004  0.235  -1.423
H  -1.920  0.368  -1.736
H  -0.790  -0.456  -2.672

LUMO level (alpha / beta), eV: -4.93 / -9.00
Net charge: +1
2S+1: 2
⟨S²⟩: 0.7611

The Löwdin scheme yields these atomic charges, measured in e: 0.193, 0.135, 0.104, 0.104, 0.088, 0.108, -0.380, 0.190, 0.049, 0.143, 0.137, 0.127


Entry B
2 unconnected molecules or ions with the total composition C3H7NO, computed with ωB97M-V with the def2-TZVPD basis set.

Element x y z (Å)
O  -2.986  -0.543  2.038
C  -2.272  0.215  1.472
H  -2.181  1.303  1.623
H  -1.688  -0.072  0.558
C  1.117  0.239  -1.718
C  1.243  -0.457  0.592
N  1.184  0.425  -0.277
H  1.065  -0.817  -1.980
H  1.983  0.716  -2.183
H  0.255  0.754  -2.143
H  1.581  -0.371  1.627
H  0.699  -1.392  0.390

LUMO level (alpha / beta), eV: -6.00 / -9.16
Net charge: +1
2S+1: 2
⟨S²⟩: 0.7583

The Löwdin scheme yields these atomic charges, measured in e: 0.050, -0.170, 0.086, 0.053, 0.006, 0.138, 0.174, 0.123, 0.125, 0.111, 0.147, 0.156


Which structure loses on stability? entry B does.


Entry A
2 unconnected molecules or ions with the total composition C3H4P2, computed with ωB97M-V with the def2-TZVPD basis set.

Element x y z (Å)
C  -1.228  -0.679  0.577
C  -0.547  0.363  0.114
C  0.794  0.211  -0.258
P  2.413  0.840  0.067
P  1.885  -1.166  -0.069
H  -2.271  -0.664  0.610
H  -0.730  -1.601  0.716
H  -0.766  1.432  0.132
H  0.453  1.263  -1.888

LUMO level (alpha / beta), eV: -1.42 / -1.33

The Löwdin scheme yields these atomic charges, measured in e: -0.005, -0.381, -1.132, 0.635, 0.618, 0.039, 0.016, 0.091, 0.119


Entry B
A single C3H4P2 molecule, computed with ωB97M-V with the def2-TZVPD basis set.

Element x y z (Å)
P  1.971  0.430  -0.011
C  0.714  -0.743  0.349
C  -0.314  -0.552  -0.788
P  -1.532  0.437  0.203
C  0.169  0.839  -0.474
H  2.184  0.708  1.453
H  0.422  -0.880  1.300
H  -0.402  -0.913  -1.769
H  -1.913  1.287  -0.853

LUMO level, eV: 0.46
SMILES: P1[C@@H]2[C@H]3PC123

The Löwdin scheme yields these atomic charges, measured in e: 0.867, -0.467, -0.560, 0.859, -0.582, -0.064, -0.010, 0.062, -0.104


Which structure loses on stability? entry A does.


Entry A
2 unconnected molecules or ions with the total composition H2N4O, computed with ωB97M-V with the def2-TZVPD basis set.

Element x y z (Å)
N  1.298  0.581  0.066
N  1.503  1.687  -0.104
N  -1.377  0.022  0.376
N  0.951  -0.533  -0.301
O  1.139  -1.661  0.086
H  -1.661  0.748  -0.280
H  -1.853  -0.843  0.157

LUMO level (alpha / beta), eV: -0.94 / -1.34

The Löwdin scheme yields these atomic charges, measured in e: -0.121, 0.220, 0.095, -0.163, 0.007, -0.019, -0.019


Entry B
2 unconnected molecules or ions with the total composition H2N4O, computed with ωB97M-V with the def2-TZVPD basis set.

Element x y z (Å)
N  -0.907  -0.991  0.358
N  -1.677  -0.231  0.121
N  2.354  -0.390  -0.283
N  -2.601  0.446  -0.062
O  2.984  0.658  -0.289
H  2.225  -0.780  0.687
H  -2.380  1.288  -0.531

LUMO level, eV: -0.44

The Löwdin scheme yields these atomic charges, measured in e: 0.188, -0.350, 0.006, 0.106, -0.078, 0.053, 0.074


Which structure loses on stability? entry A does.


Entry A
2 unconnected molecules or ions with the total composition H4NPS, computed with ωB97M-V with the def2-TZVPD basis set.

Element x y z (Å)
N  2.838  0.900  -0.040
S  2.021  -0.117  0.811
H  2.423  1.841  -0.024
P  -2.041  -0.121  -0.061
H  -2.474  -0.973  -1.187
H  -2.097  -1.237  0.860
H  -0.671  -0.292  -0.359

LUMO level (alpha / beta), eV: -1.37 / -1.37
SMILES: N=S.P

The Löwdin scheme yields these atomic charges, measured in e: -0.507, 0.557, -0.037, 0.576, -0.158, -0.174, -0.257


Entry B
2 unconnected molecules or ions with the total composition H4NPS, computed with ωB97M-V with the def2-TZVPD basis set.

Element x y z (Å)
N  0.872  0.733  -0.157
P  0.052  -0.445  0.610
S  -1.754  -0.112  -0.263
H  1.783  1.158  0.248
H  0.432  1.517  -0.607
H  1.089  -2.635  -0.827
H  -2.474  -0.215  0.996

LUMO level (alpha / beta), eV: 0.01 / -0.14

The Löwdin scheme yields these atomic charges, measured in e: -0.422, 0.285, 0.215, 0.082, 0.003, -0.033, -0.131


Which structure loses on stability? entry B does.


Entry A
A molecular structure, H12N2Si4, computed with ωB97M-V with the def2-TZVPD basis set.

Element x y z (Å)
N  -0.198  0.475  -1.954
N  -0.712  -1.092  1.380
Si  1.348  0.225  -1.483
Si  -1.138  1.895  -2.109
Si  -1.715  -1.170  0.133
Si  -0.195  -1.172  2.936
H  2.411  1.070  -1.110
H  4.413  0.069  0.777
H  1.408  -1.121  -2.093
H  -0.552  3.178  -2.561
H  -2.353  1.549  -2.960
H  -1.793  2.284  -0.843
H  -3.161  -0.861  0.249
H  -1.699  -2.209  -0.815
H  4.076  0.161  0.026
H  -1.036  -0.175  3.745
H  -0.277  -2.352  3.839
H  1.173  -0.753  2.843

LUMO level, eV: -1.26

The Löwdin scheme yields these atomic charges, measured in e: -0.480, -0.457, 0.638, 0.334, 0.564, 0.313, -0.125, 0.052, -0.050, -0.101, -0.082, -0.100, -0.076, -0.102, -0.017, -0.089, -0.103, -0.119


Entry B
4 unconnected molecules or ions with the total composition H12N2Si4, computed with ωB97M-V with the def2-TZVPD basis set.

Element x y z (Å)
N  1.396  -0.426  0.495
N  -1.929  1.200  0.572
Si  0.478  -1.383  -0.443
Si  2.689  0.093  1.537
Si  -0.608  2.114  0.333
Si  -3.081  -0.146  0.502
H  0.574  -2.805  -0.029
H  1.244  -1.121  -4.349
H  -0.715  -1.084  -1.317
H  3.605  -0.875  2.218
H  3.370  1.300  1.068
H  1.974  0.513  2.711
H  -0.209  2.776  1.547
H  0.119  2.371  -0.884
H  1.236  -0.773  -5.115
H  -4.159  -0.047  1.443
H  -3.780  -0.384  -0.804
H  -2.205  -1.322  0.517

LUMO level, eV: -0.63

The Löwdin scheme yields these atomic charges, measured in e: -0.472, -0.454, 0.565, 0.385, 0.560, 0.402, -0.083, -0.004, -0.079, -0.098, -0.100, -0.109, -0.090, -0.098, 0.017, -0.111, -0.099, -0.131


Which structure loses on stability? entry A does.


Entry A
2 unconnected molecules or ions with the total composition C4H14NO, computed with ωB97M-V with the def2-TZVPD basis set.

Element x y z (Å)
C  -2.157  -0.641  -0.584
C  -0.983  0.374  -0.497
N  0.232  -0.203  -1.502
C  1.461  0.178  -0.870
C  2.029  -0.833  0.107
H  -3.052  -0.343  -0.170
H  -1.862  -1.717  -0.326
H  -2.480  -0.632  -1.640
H  -1.120  1.399  -0.808
H  -0.390  0.554  0.381
H  0.176  0.258  -2.386
H  0.248  -1.315  -1.742
H  1.431  1.246  -0.609
H  2.370  0.287  -1.542
H  1.548  -1.910  -0.021
H  3.206  -0.900  0.108
H  1.470  -0.551  1.049
H  -0.767  1.698  2.315
H  -0.260  1.220  3.770
O  -0.530  0.958  2.900

LUMO level, eV: -3.24
Net charge: +1

The Löwdin scheme yields these atomic charges, measured in e: -0.045, -0.060, 0.036, -0.322, -0.078, 0.050, 0.117, 0.087, 0.123, 0.063, 0.150, 0.245, 0.138, 0.142, 0.120, 0.133, 0.077, 0.041, 0.036, -0.054


Entry B
2 unconnected molecules or ions with the total composition C4H14NO, computed with ωB97M-V with the def2-TZVPD basis set.

Element x y z (Å)
C  -0.236  1.147  0.938
C  -0.807  -0.297  1.143
C  -1.886  -0.557  0.143
C  -1.370  -1.457  -1.125
N  0.741  1.075  -0.337
H  -1.127  1.784  0.705
H  0.367  1.322  1.782
H  0.016  -1.000  1.203
H  -1.312  -0.228  2.121
H  -2.808  -0.722  0.686
H  -1.989  0.452  -0.211
H  -0.280  -1.635  -1.257
H  -1.706  -0.770  -1.927
H  -1.852  -2.443  -1.167
H  0.092  0.509  -1.081
H  1.709  0.581  -0.302
H  0.781  2.022  -0.657
H  3.900  -0.375  0.427
H  4.251  0.334  -0.842
O  3.514  0.258  -0.241

LUMO level, eV: -3.15
Net charge: +1

The Löwdin scheme yields these atomic charges, measured in e: -0.087, -0.234, -0.220, -0.062, 0.169, 0.141, 0.102, 0.115, 0.126, 0.116, 0.065, 0.070, 0.070, 0.074, 0.188, 0.131, 0.129, 0.102, 0.059, -0.056


Which structure loses on stability? entry A does.


Entry A
2 unconnected molecules or ions with the total composition HN3O3S, computed with ωB97M-V with the def2-TZVPD basis set.

Element x y z (Å)
N  1.840  -3.226  2.203
N  1.529  -2.120  2.029
N  1.220  -1.018  1.855
O  -1.207  1.258  -0.075
O  -2.177  1.641  -2.393
O  0.265  1.708  -2.164
S  -0.981  0.969  -1.811
H  -0.488  0.788  0.356

LUMO level, eV: 6.51
Net charge: -2

The Löwdin scheme yields these atomic charges, measured in e: -0.157, -0.700, -0.086, -0.401, -0.597, -0.586, 0.562, -0.033


Entry B
A gas-phase ion, HN3O3S (charge -2), computed with ωB97M-V with the def2-TZVPD basis set.

Element x y z (Å)
H  -2.887  -0.185  -0.938
N  -2.309  -0.544  -0.092
N  -1.068  -0.141  -0.233
N  -0.152  -0.516  0.676
S  1.305  0.202  0.205
O  1.925  -0.643  -0.846
O  2.225  0.279  1.427
O  0.960  1.547  -0.201

LUMO level, eV: 7.22
SMILES: [H]/N=N/N=S(=O)([O-])[O-]
Net charge: -2

The Löwdin scheme yields these atomic charges, measured in e: -0.048, -0.189, -0.323, -0.242, 0.277, -0.486, -0.524, -0.466


Which structure loses on stability? entry B does.